Entry 1:
Density functional theory data (the ωB97M-V functional and the def2-TZVPD basis) for a molecular structure, C30H23IMnN3O5PSSbSe4 in a non-equilibrium geometry.

Each line ends with the Löwdin spin population.
CARTESIAN COORDINATES (ANGSTROEM)
Mn -1.002 1.034 0.339  0.009
I -1.855 -0.103 2.235  -0.001
C -0.928 -1.912 2.229  0.000
C -0.493 -2.297 3.453  0.000
C 0.211 -3.501 3.563  0.000
C 0.377 -4.283 2.454  0.000
C -0.113 -3.897 1.188  0.000
C -0.027 -4.771 0.086  0.000
C -0.495 -4.411 -1.148  0.000
C -0.949 -3.111 -1.349  0.000
C -1.039 -2.212 -0.302  0.000
P -1.325 -0.586 -1.041  0.001
C 0.023 -0.213 -2.164  0.000
C -0.084 1.037 -2.788  0.000
C 0.999 1.538 -3.484  0.000
C 2.185 0.815 -3.510  0.000
C 2.292 -0.408 -2.863  0.000
C 1.206 -0.938 -2.193  0.000
C -2.885 -0.745 -1.937  -0.001
C -3.954 -1.050 -1.070  -0.001
C -5.244 -0.700 -1.422  0.000
C -5.458 0.019 -2.600  0.001
C -4.414 0.255 -3.489  0.000
C -3.123 -0.132 -3.171  0.000
C -0.718 -2.613 1.029  0.000
H -0.672 -1.679 4.326  0.000
H 0.605 -3.795 4.524  0.000
H 0.898 -5.226 2.528  0.000
H 0.400 -5.748 0.249  0.000
H -0.487 -5.101 -1.975  0.000
H -1.234 -2.774 -2.341  0.000
H -1.013 1.629 -2.651  0.000
H 0.923 2.498 -3.969  0.000
H 3.051 1.222 -4.010  0.000
H 3.225 -0.956 -2.857  0.000
H 1.277 -1.889 -1.673  0.000
H -3.727 -1.460 -0.074  0.000
H -6.073 -0.874 -0.745  0.001
H -6.443 0.443 -2.794  -0.001
H -4.605 0.833 -4.383  0.000
H -2.307 0.061 -3.853  0.000
N 0.321 3.780 2.151  0.000
N 1.373 2.885 2.398  0.000
C 0.673 1.089 0.917  0.000
O 0.626 -0.101 0.681  -0.001
O 0.356 1.997 0.162  0.001
H 0.627 4.452 1.431  0.000
H 0.008 4.292 2.970  0.000
H 1.774 2.954 3.354  0.000
Se -6.749 1.946 -0.155  0.444
Sb -4.547 2.892 -0.345  -0.007
Se -4.700 5.035 0.773  -0.014
Se -5.239 3.463 -2.604  0.575
Se -2.663 1.772 0.130  -0.007
O 2.469 4.166 0.782  0.000
C 2.579 3.136 1.404  0.000
N 0.933 1.525 2.321  0.000
S 2.110 0.578 3.124  0.000
O 2.237 1.294 4.351  0.000
O 1.634 -0.764 3.105  0.000
C 3.478 0.869 2.063  0.000
C 4.445 -0.103 1.952  0.000
C 5.533 0.111 1.117  0.000
C 5.636 1.313 0.412  0.000
C 4.678 2.293 0.525  0.000
C 3.548 2.096 1.362  0.000
H 4.327 -1.018 2.516  0.000
H 6.290 -0.648 1.012  0.000
H 6.480 1.472 -0.241  0.000
H 4.756 3.227 -0.012  0.000

Its HOMO energy (spin up / spin down) is -8.894 / -8.819 eV. Its largest force on an atom is 8.56 eV/A. The net charge is +1. The spin multiplicity is 2. For the calculated total energy, the calculation gives -13731.03027 Ha.

=====

Entry 2:
Density functional theory data (the ωB97M-V functional and the def2-TZVPD basis) for a molecular structure, C30H24GeS2W.

Each line ends with the Mulliken charge.
CARTESIAN COORDINATES (ANGSTROEM)
W 1.471 0.509 2.093  0.150
C 1.306 2.338 3.714  -0.596
C 2.700 2.497 3.546  -0.535
C 3.340 1.344 3.967  -0.307
C 2.358 0.430 4.415  -0.554
C 1.093 1.056 4.293  -0.658
H 0.532 3.035 3.424  0.406
H 3.169 3.338 3.058  0.398
H 4.393 1.132 3.857  0.324
H 2.525 -0.580 4.756  0.406
H 0.146 0.611 4.561  0.511
S 2.926 -1.306 1.474  -0.525
C 3.847 -0.824 0.051  0.056
C 4.706 -1.720 -0.581  -0.577
C 5.419 -1.354 -1.711  -0.500
C 5.276 -0.069 -2.234  -0.477
C 4.422 0.828 -1.617  -0.590
C 3.704 0.471 -0.478  0.271
S 2.595 1.625 0.279  -0.495
H 4.803 -2.720 -0.172  0.323
H 6.081 -2.070 -2.190  0.300
H 5.822 0.228 -3.125  0.292
H 4.289 1.827 -2.022  0.350
C -0.187 0.079 1.532  -0.038
Ge -1.398 -0.177 0.152  1.891
C -2.681 -1.660 0.509  -0.387
C -2.504 -2.438 1.650  -0.520
C -3.348 -3.503 1.932  -0.497
C -4.390 -3.812 1.073  -0.326
C -4.581 -3.051 -0.073  -0.689
C -3.731 -1.991 -0.344  0.136
C -0.545 -0.553 -1.595  -0.369
C 0.759 -1.015 -1.643  -0.196
C 1.391 -1.245 -2.853  -0.309
C 0.720 -1.023 -4.047  -0.448
C -0.591 -0.564 -4.020  -0.622
C -1.208 -0.330 -2.799  -0.232
C -2.534 1.407 -0.283  -0.256
C -3.895 1.510 -0.018  -0.301
C -4.610 2.664 -0.317  -0.540
C -3.965 3.748 -0.892  -0.323
C -2.601 3.669 -1.156  -0.589
C -1.903 2.515 -0.853  -0.368
H -1.681 -2.189 2.311  0.309
H -3.186 -4.097 2.825  0.371
H -5.051 -4.645 1.289  0.336
H -5.390 -3.287 -0.755  0.353
H -3.890 -1.411 -1.248  0.306
H 1.305 -1.173 -0.720  0.309
H 2.426 -1.571 -2.859  0.299
H 1.224 -1.193 -4.993  0.357
H -1.128 -0.374 -4.945  0.360
H -2.224 0.059 -2.790  0.218
H -4.418 0.675 0.435  0.343
H -5.672 2.715 -0.097  0.360
H -4.519 4.651 -1.126  0.333
H -2.079 4.512 -1.594  0.371
H -0.836 2.472 -1.047  0.390

Its HOMO energy is 0.284 eV. Its largest force on an atom is 0.94 eV/A. The net charge is -2. For the calculated total energy, the calculation gives -4097.96982 Ha.

=====

Entry 3:
Density functional theory data (the ωB97M-V functional and the def2-TZVPD basis) for a molecular structure, C30H25Cl3CoIN4O7S2 in a non-equilibrium geometry.

Each line ends with the Löwdin spin population.
CARTESIAN COORDINATES (ANGSTROEM)
Co -1.621 2.615 0.034  2.707
C -2.119 3.500 4.242  0.391
C -0.773 3.494 3.827  0.000
N 0.208 3.992 4.540  0.127
C 1.436 4.085 4.063  0.032
C 1.796 3.706 2.784  0.153
C 3.210 3.887 2.284  0.021
O 3.194 4.441 0.957  0.008
C 0.854 3.115 1.922  0.046
C 1.181 2.851 0.565  0.027
N 0.312 2.592 -0.424  0.070
C 0.795 2.417 -1.754  0.005
C 1.732 1.395 -2.039  0.005
C 2.065 1.050 -3.320  -0.001
C 1.382 1.693 -4.393  0.006
C 0.547 2.775 -4.093  -0.001
C 0.210 3.137 -2.810  0.006
I -0.895 4.893 -2.494  0.011
C -0.426 2.793 2.537  0.037
O -1.292 1.944 2.130  0.060
H -2.531 3.987 5.098  0.022
H -2.827 2.724 3.892  0.020
H -2.885 4.501 2.972  0.026
H 2.251 4.475 4.755  0.000
H 3.736 2.930 2.082  0.007
H 3.816 4.537 2.925  0.001
H 3.148 5.429 0.938  0.000
H 2.214 2.599 0.286  0.002
H 2.225 0.939 -1.169  0.000
H 2.772 0.246 -3.474  0.000
H 1.512 1.369 -5.422  0.000
H 0.094 3.299 -4.944  0.000
Cl 0.332 -7.767 -4.095  0.000
C -0.078 -6.477 -2.995  0.000
C 0.113 -5.087 -3.200  0.000
C -0.356 -4.191 -2.276  0.000
C -0.998 -4.602 -1.090  0.000
C -1.347 -3.555 -0.017  0.000
C -2.569 -2.698 -0.522  0.001
N -2.190 -1.293 -0.896  0.002
C -2.496 -0.706 -2.185  0.003
C -2.355 0.660 -1.997  0.008
N -1.933 0.903 -0.747  0.037
C -1.886 -0.258 -0.076  0.009
O -0.301 -2.677 0.467  0.000
C 1.073 -2.722 0.059  0.000
C 2.061 -3.093 1.174  0.000
C 3.411 -2.801 1.137  0.000
Cl 4.163 -1.650 0.163  0.000
S 4.342 -3.737 2.253  0.000
C 2.898 -4.510 2.828  0.000
C 1.810 -4.103 2.097  0.000
C -1.245 -5.984 -0.974  0.000
Cl -1.976 -6.622 0.468  0.000
C -0.810 -6.907 -1.888  0.000
H 0.740 -4.695 -4.027  0.000
H -0.304 -3.098 -2.460  0.000
H -1.867 -4.113 0.794  0.000
H -3.342 -2.762 0.285  0.000
H -3.037 -3.104 -1.427  0.000
H -2.786 -1.250 -3.102  0.000
H -2.457 1.492 -2.688  0.002
H -1.497 -0.373 0.971  0.000
H 1.275 -1.675 -0.188  0.000
H 1.201 -3.322 -0.827  0.000
H 2.987 -5.257 3.581  0.000
H 0.860 -4.615 2.199  0.000
H -1.087 -7.928 -1.767  0.000
O -3.544 3.224 0.676  0.041
S -3.163 4.672 0.804  0.008
O -3.838 5.662 0.077  0.012
O -1.645 4.613 0.622  0.039
O -3.483 4.999 2.293  0.047

Its HOMO energy (spin up / spin down) is -6.913 / -8.127 eV. Its largest force on an atom is 3.80 eV/A. The spin multiplicity is 5. For the calculated total energy, the calculation gives -5761.23385 Ha.

=====

Which of these has the highest calculated total energy? C30H24GeS2W

=====

What is the formula in the second record? C30H24GeS2W

=====

Which value of calculated total energy does entry 2 give? -4097.96982 Ha